Version A
Density functional theory data (ωB97M-V with the def2-TZVPD basis set) for C4H7NO3 in the gas phase.

Structure (ORCA input):
```
! RIJCOSX wB97M-V def2-TZVPD def2/J DEFGRID3
* xyz 0 1
C -1.900 -0.104 -0.776
C -0.555 0.620 -0.631
N -0.510 1.347 0.671
C 0.145 0.894 1.758
O 0.729 -0.152 1.715
C 0.617 -0.455 -0.745
O 1.643 -0.196 -1.268
O 0.250 -1.789 -0.533
H -2.019 -1.144 -0.391
H -2.092 -0.271 -1.930
H -2.749 0.525 -0.417
H -0.500 1.382 -1.491
H -0.981 2.280 0.657
H 0.098 1.607 2.630
H 1.005 -2.437 -0.697
*
```

HOMO energy in eV: -9.96
Kohn-Sham gap in eV: 10.63

Table of natural (NBO) atomic charges, one value per atom, all in e: -0.63, -0.14, -0.62, 0.53, -0.60, 0.82, -0.57, -0.73, 0.25, 0.21, 0.21, 0.23, 0.40, 0.12, 0.51


Version B
Density functional theory data (ωB97M-V with the def2-TZVPD basis set) for C4H7NO3 in the gas phase.

Structure (ORCA input):
```
! RIJCOSX wB97M-V def2-TZVPD def2/J DEFGRID3
* xyz 0 1
C -2.543 -0.977 0.361
C -1.229 -0.338 0.723
O -0.080 -1.162 0.706
C -0.167 -0.177 -0.265
O 0.723 0.883 -0.111
C 1.898 0.779 -0.823
N 2.954 1.172 -0.051
O 1.967 0.401 -1.955
H -2.890 -1.589 1.168
H -3.279 -0.205 0.167
H -2.441 -1.584 -0.523
H -1.238 0.361 1.564
H -0.275 -0.516 -1.294
H 3.824 1.343 -0.491
H 2.776 1.609 0.823
*
```

HOMO energy in eV: -10.60
Kohn-Sham gap in eV: 11.52

Table of natural (NBO) atomic charges, one value per atom, all in e: -0.63, 0.05, -0.48, 0.32, -0.53, 0.89, -0.83, -0.61, 0.22, 0.22, 0.22, 0.19, 0.19, 0.40, 0.40


Version C
Density functional theory data (ωB97M-V with the def2-TZVPD basis set) for C4H7NO3 in the gas phase.

Structure (ORCA input):
```
! RIJCOSX wB97M-V def2-TZVPD def2/J DEFGRID3
* xyz 0 1
C 1.581 -0.996 -0.907
C 0.673 -0.916 0.068
N 0.400 0.465 0.898
O 0.751 1.601 0.162
C -1.031 0.461 1.074
C -1.476 -0.328 -0.220
O -2.300 -1.224 -0.142
O -1.366 0.442 -1.351
H 2.231 -1.851 -0.998
H 1.751 -0.173 -1.586
H 0.531 -1.731 0.764
H 1.670 1.791 0.405
H -1.272 -0.141 1.948
H -1.450 1.467 1.122
H -0.694 1.133 -1.238
*
```

HOMO energy in eV: -9.30
Kohn-Sham gap in eV: 9.20

Table of natural (NBO) atomic charges, one value per atom, all in e: -0.39, -0.12, -0.13, -0.61, -0.35, 0.76, -0.56, -0.69, 0.22, 0.20, 0.22, 0.49, 0.23, 0.23, 0.50


Version D
Density functional theory data (ωB97M-V with the def2-TZVPD basis set) for C4H7NO3 in the gas phase.

Structure (ORCA input):
```
! RIJCOSX wB97M-V def2-TZVPD def2/J DEFGRID3
* xyz 0 1
C 0.021 1.186 -1.541
C 0.887 0.434 -0.520
C 1.005 1.260 0.746
O 1.741 2.217 0.810
N 0.406 -0.908 -0.237
C -0.851 -1.155 0.217
O -1.580 -0.347 0.727
O -1.188 -2.450 -0.007
H -0.319 0.499 -2.309
H 0.627 1.900 -2.088
H -0.807 1.710 -1.072
H 1.893 0.292 -0.914
H 0.372 0.991 1.605
H 0.832 -1.672 -0.734
H -1.976 -2.682 0.493
*
```

HOMO energy in eV: -9.71
Kohn-Sham gap in eV: 10.31

Table of natural (NBO) atomic charges, one value per atom, all in e: -0.62, -0.15, 0.44, -0.52, -0.64, 0.88, -0.64, -0.70, 0.22, 0.23, 0.23, 0.23, 0.14, 0.41, 0.50


Bottom line: version D, by a margin of 65.8 kJ/mol.


Version A
Density functional theory data (ωB97M-V with the def2-TZVPD basis set) for 2 unconnected molecules or ions with the total composition C4H7NO3.

Structure (ORCA input):
```
! RIJCOSX wB97M-V def2-TZVPD def2/J DEFGRID3
* xyz 0 1
O 1.022 1.913 -1.087
C 0.547 0.665 -0.673
C 0.054 0.600 0.781
C 1.451 -0.270 -0.029
O 1.251 -1.596 -0.072
H 1.596 2.289 -0.408
H -0.120 0.280 -1.437
H 0.222 1.513 1.340
H -0.077 -0.227 1.461
H 2.443 0.026 0.287
H 0.299 -1.763 -0.293
N -1.584 -1.398 -0.277
C -2.009 -0.377 0.311
O -2.806 0.389 0.706
H -2.289 -2.043 -0.611
*
```

HOMO energy in eV: -8.48
Kohn-Sham gap in eV: 9.02

Table of natural (NBO) atomic charges, one value per atom, all in e: -0.67, 0.05, -0.66, 0.20, -0.69, 0.47, 0.21, 0.22, 0.27, 0.20, 0.52, -0.92, 0.89, -0.50, 0.42


Version B
Density functional theory data (ωB97M-V with the def2-TZVPD basis set) for C4H7NO3 in the gas phase.

Structure (ORCA input):
```
! RIJCOSX wB97M-V def2-TZVPD def2/J DEFGRID3
* xyz 0 1
O 1.159 -0.858 -1.697
C 0.124 -1.276 -1.321
N -0.240 -1.163 0.009
O -1.511 -1.706 0.319
C 0.256 -0.112 0.813
C -0.644 1.236 0.948
C 0.704 1.201 0.272
O 1.306 1.431 -1.054
H -0.427 -1.948 -2.054
H -2.225 -1.298 -0.280
H 0.569 -0.466 1.824
H -0.547 1.841 1.887
H -1.664 0.931 0.466
H 1.452 1.566 1.222
H 1.688 0.622 -1.354
*
```

HOMO energy in eV: -9.67
Kohn-Sham gap in eV: 10.04

Table of natural (NBO) atomic charges, one value per atom, all in e: -0.60, 0.52, -0.17, -0.55, -0.11, -0.45, 0.10, -0.71, 0.15, 0.46, 0.21, 0.24, 0.22, 0.17, 0.50


Bottom line: version A, by a margin of 154.6 kJ/mol.


Version A
Density functional theory data (ωB97M-V with the def2-TZVPD basis set) for a gas-phase ion, C7H10N (charge +1).

Structure (ORCA input):
```
! RIJCOSX wB97M-V def2-TZVPD def2/J DEFGRID3
* xyz 1 1
C -3.570 0.085 0.277
N -2.383 -0.031 -0.021
C -1.094 0.150 -0.081
C 0.009 0.802 -0.932
C 1.230 0.153 -0.117
C 2.561 0.556 0.424
C 0.948 -1.334 -0.342
C 0.109 -0.599 0.622
H -3.935 0.836 1.028
H -4.372 -0.651 0.063
H -0.018 1.929 -0.922
H -0.016 0.573 -2.003
H 2.535 0.293 1.475
H 2.597 1.619 0.423
H 3.361 0.035 -0.169
H 0.424 -1.459 -1.248
H 1.559 -2.175 -0.129
H 0.057 -0.780 1.653
*
```

HOMO energy in eV: -14.08
Kohn-Sham gap in eV: 9.44

Table of natural (NBO) atomic charges, one value per atom, all in e: 0.08, -0.29, 0.45, -0.45, 0.01, -0.62, -0.39, -0.25, 0.23, 0.24, 0.28, 0.26, 0.24, 0.24, 0.25, 0.21, 0.27, 0.25


Version B
Density functional theory data (ωB97M-V with the def2-TZVPD basis set) for a gas-phase ion, C7H10N (charge +1).

Structure (ORCA input):
```
! RIJCOSX wB97M-V def2-TZVPD def2/J DEFGRID3
* xyz 1 1
C 1.700 -0.956 -0.442
C 2.231 -0.227 0.636
C 0.209 -1.264 -0.041
C 0.152 0.854 -0.856
C 1.608 0.747 -0.509
C 1.664 0.726 1.217
C -1.626 0.100 0.730
N -0.275 0.112 0.254
H 2.067 -1.501 -1.250
H -0.418 -1.701 -0.835
H 0.231 -1.915 0.839
H -0.186 1.866 -0.799
H -0.119 0.383 -1.851
H 2.312 1.232 -1.201
H 1.412 1.370 1.909
H -1.986 1.227 0.671
H -2.351 -0.383 0.085
H -1.859 -0.258 1.786
*
```

HOMO energy in eV: -13.62
Kohn-Sham gap in eV: 9.60

Table of natural (NBO) atomic charges, one value per atom, all in e: -0.14, 0.10, -0.24, -0.23, -0.10, 0.06, -0.43, -0.42, 0.28, 0.23, 0.24, 0.24, 0.21, 0.28, 0.26, 0.22, 0.20, 0.24


Bottom line: version A, by a margin of 194.1 kJ/mol.


Version A
Density functional theory data (ωB97M-V with the def2-TZVPD basis set) for a molecular structure, C5H4S.

Structure (ORCA input):
```
! RIJCOSX wB97M-V def2-TZVPD def2/J DEFGRID3
* xyz 0 1
C 0.021 0.207 0.232
C -1.015 -0.680 -0.123
C -2.071 -1.206 -0.388
C 1.496 -0.172 0.027
C 2.594 -0.465 -0.338
H -1.224 2.200 1.172
H 0.081 0.291 1.393
H -3.156 -1.530 -0.648
H 3.600 -0.611 -0.940
S -0.326 1.966 -0.388
*
```

HOMO energy in eV: -9.45
Kohn-Sham gap in eV: 8.90

Table of natural (NBO) atomic charges, one value per atom, all in e: -0.46, -0.06, -0.19, -0.03, -0.23, 0.15, 0.28, 0.27, 0.27, 0.01


Version B
Density functional theory data (ωB97M-V with the def2-TZVPD basis set) for C5H4S in the gas phase.

Structure (ORCA input):
```
! RIJCOSX wB97M-V def2-TZVPD def2/J DEFGRID3
* xyz 0 1
C 3.598 -0.681 0.021
C 2.415 -0.399 -0.029
C 1.083 -0.061 -0.022
C -0.097 0.254 -0.014
C -1.506 0.616 0.020
S -2.563 -0.904 -0.007
H 4.575 -0.903 0.013
H -1.837 1.167 0.875
H -1.833 1.284 -0.845
H -3.835 -0.373 -0.012
*
```

HOMO energy in eV: -9.28
Kohn-Sham gap in eV: 9.80

Table of natural (NBO) atomic charges, one value per atom, all in e: -0.14, -0.08, -0.07, 0.07, -0.58, -0.04, 0.22, 0.25, 0.25, 0.13


Version C
Density functional theory data (ωB97M-V with the def2-TZVPD basis set) for C5H4S in the gas phase.

Structure (ORCA input):
```
! RIJCOSX wB97M-V def2-TZVPD def2/J DEFGRID3
* xyz 0 1
S 2.823 -0.016 0.075
C 1.195 -0.074 -0.026
C 0.318 1.182 -0.172
C -0.940 0.835 0.039
C -1.111 -0.732 0.074
C 0.191 -1.230 -0.185
H 0.698 2.093 -0.138
H -1.870 1.278 0.119
H -2.134 -1.235 0.676
H 0.830 -2.099 -0.460
*
```

HOMO energy in eV: -8.94
Kohn-Sham gap in eV: 7.47

Table of natural (NBO) atomic charges, one value per atom, all in e: 0.11, -0.13, -0.26, -0.17, -0.18, -0.29, 0.21, 0.21, 0.25, 0.25


Bottom line: version C, by a margin of 16.8 kJ/mol.